A cluster of 8 separate species, C63H72BF7N3O8PS in total in a non-equilibrium geometry, computed with ωB97M-V/def2-TZVPD.

Last columns: bonded neighbours and bond lengths (Å).
Element x y z (Å)
1 C -4.7947 -0.2405 -0.0221  C2 1.587, H36 1.128, H37 1.125, H38 1.141
2 C -3.9622 -1.4813 -0.5558  C1 1.587, O3 1.426, H39 1.120, H40 1.134
3 O -2.7252 -1.0492 -1.1191  C2 1.426, C4 1.422
4 C -2.4260 -1.6581 -2.3692  O3 1.422, C5 1.577, H41 1.126, H42 1.137
5 C -1.3949 -0.9156 -3.3035  C4 1.577, C6 1.599, O12 1.459, C31 1.578
6 C -2.3019 0.2057 -3.9930  C5 1.599, C7 1.459, C11 1.479
7 C -3.2114 1.0749 -3.2548  C6 1.459, C8 1.472, H43 1.110
8 C -4.0469 2.0885 -3.9200  C7 1.472, C9 1.473, H44 1.119
9 C -4.0496 2.2665 -5.3827  C8 1.473, C10 1.464, H45 1.110
10 C -3.1579 1.3784 -6.1301  C9 1.464, C11 1.464, H46 1.121
11 C -2.3018 0.3986 -5.4591  C6 1.479, C10 1.464, H47 1.120
12 O -1.2383 -1.8121 -4.4439  C5 1.459, S13 1.616
13 S 0.1662 -2.6052 -4.5451  O12 1.616, O14 1.469, O15 1.472, C16 1.821
14 O -0.1205 -3.7982 -5.3527  S13 1.469
15 O 1.2354 -1.9189 -5.2880  S13 1.472
16 C 0.8615 -2.9221 -2.8922  S13 1.821, C17 1.564, P20 1.978, C23 1.657
17 C 0.2468 -4.0860 -2.0469  C16 1.564, N18 1.512, H48 1.124, H49 1.130
18 N -0.0948 -5.2929 -2.8910  C17 1.512, C19 1.486, H50 1.025
19 C 0.0633 -6.4992 -2.0385  N18 1.486, H51 1.122, H52 1.130, H53 1.125
20 P 2.6521 -3.6221 -3.3584  C16 1.978, O21 1.686, O22 1.672
21 O 3.3738 -4.3169 -2.0021  P20 1.686, H54 0.974
22 O 2.5333 -4.7911 -4.5486  P20 1.672, H55 0.980
23 C 0.9970 -1.4585 -2.1280  C16 1.657, N24 1.484, B28 1.617, C31 1.616
24 N 2.4217 -1.1866 -2.4409  C23 1.484, C25 1.277
25 C 3.1708 -0.4354 -1.7304  N24 1.277, C26 1.596, C27 1.563
26 C 4.5277 -1.1154 -1.2364  C25 1.596, H56 1.121, H57 1.112, H58 1.136
27 C 3.1142 1.0840 -1.3672  C25 1.563, H59 1.130, H60 1.118, H61 1.127
28 B 0.9561 -1.7924 -0.5467  C23 1.617, C29 1.604, O30 1.438
29 C -0.1861 -1.5004 0.5412  B28 1.604, H62 1.134, H63 1.116, H64 1.130
30 O 2.0050 -2.5953 0.0205  B28 1.438, H65 0.978
31 C -0.0539 -0.3629 -2.6810  C5 1.578, C23 1.616, O32 1.454, C33 1.621
32 O -0.4827 0.5846 -1.6656  C31 1.454, H66 0.970
33 C 0.5692 0.6697 -3.7647  C31 1.621, C34 1.573, H67 1.128, H68 1.115
34 C 0.1483 2.1786 -3.6247  C33 1.573, N35 1.482, H69 1.116, H70 1.134
35 N 0.9447 3.0059 -2.6885  C34 1.482, H71 1.021, H72 1.023
36 H -4.1240 0.6376 0.2028  C1 1.128
37 H -5.5904 0.0703 -0.7544  C1 1.125
38 H -5.3327 -0.4806 0.9546  C1 1.141
39 H -4.5973 -2.1189 -1.2232  C2 1.120
40 H -3.7242 -2.1110 0.3565  C2 1.134
41 H -2.2314 -2.7549 -2.2057  C4 1.126
42 H -3.4085 -1.6565 -2.9408  C4 1.137
43 H -3.2979 1.0359 -2.1492  C7 1.110
44 H -4.7348 2.7620 -3.3488  C8 1.119
45 H -4.6826 3.0076 -5.9139  C9 1.110
46 H -3.1336 1.4381 -7.2487  C10 1.121
47 H -1.6448 -0.1984 -6.1427  C11 1.120
48 H -0.7013 -3.8914 -1.4749  C17 1.124
49 H 0.9514 -4.5460 -1.2923  C17 1.130
50 H -1.0725 -5.2279 -3.1905  N18 1.025
51 H -0.3687 -7.3783 -2.5866  C19 1.122
52 H -0.4814 -6.3852 -1.0547  C19 1.130
53 H 1.1472 -6.7373 -1.8519  C19 1.125
54 H 3.6226 -5.2518 -2.1188  O21 0.974
55 H 1.9786 -5.5629 -4.3102  O22 0.980
56 H 5.0552 -0.4860 -0.4734  C26 1.121
57 H 4.3962 -2.1820 -0.9505  C26 1.112
58 H 5.1978 -1.0874 -2.1529  C26 1.136
59 H 4.0895 1.4473 -0.9276  C27 1.130
60 H 2.3272 1.3873 -0.6336  C27 1.118
61 H 3.0483 1.6330 -2.3494  C27 1.127
62 H -1.0281 -2.2249 0.3111  C29 1.134
63 H -0.5301 -0.4425 0.6258  C29 1.116
64 H 0.1227 -1.7857 1.5906  C29 1.130
65 H 1.5296 -3.3161 0.4793  O30 0.978
66 H 0.2887 0.9454 -1.2004  O32 0.970
67 H 0.2561 0.3568 -4.8024  C33 1.128
68 H 1.6831 0.6932 -3.7998  C33 1.115
69 H -0.9281 2.3767 -3.4053  C34 1.116
70 H 0.3249 2.6346 -4.6476  C34 1.134
71 H 1.0212 3.9788 -2.9899  N35 1.021
72 H 0.4913 3.0492 -1.7726  N35 1.023
73 F -0.0683 -1.2811 3.8760  C74 1.347
74 C 1.0579 -1.7793 4.4228  F73 1.347, C75 1.383, C79 1.383
75 C 2.2792 -1.2282 4.0784  C74 1.383, C76 1.389, H80 1.083
76 C 3.4394 -1.7392 4.6455  C75 1.389, C77 1.390, H81 1.083
77 C 3.3651 -2.8002 5.5406  C76 1.390, C78 1.390, H82 1.084
78 C 2.1316 -3.3475 5.8740  C77 1.390, C79 1.389, H83 1.083
79 C 0.9693 -2.8310 5.3162  C74 1.383, C78 1.389, H84 1.083
80 H 2.3178 -0.4074 3.3725  C75 1.083
81 H 4.4009 -1.3113 4.3890  C76 1.083
82 H 4.2717 -3.2009 5.9790  C77 1.084
83 H 2.0752 -4.1771 6.5685  C78 1.083
84 H -0.0013 -3.2389 5.5705  C79 1.083
85 F -6.3540 -0.1153 2.8348  C86 1.346
86 C -7.0901 0.9829 3.0864  F85 1.346, C87 1.383, C91 1.383
87 C -6.9829 2.0768 2.2466  C86 1.383, C88 1.389, H92 1.083
88 C -7.7463 3.2079 2.5038  C87 1.389, C89 1.391, H93 1.083
89 C -8.5984 3.2352 3.6023  C88 1.391, C90 1.390, H94 1.084
90 C -8.6926 2.1304 4.4410  C89 1.390, C91 1.389, H95 1.082
91 C -7.9380 0.9946 4.1786  C86 1.383, C90 1.389, H96 1.083
92 H -6.3074 2.0393 1.4007  C87 1.083
93 H -7.6768 4.0682 1.8487  C88 1.083
94 H -9.1906 4.1206 3.8041  C89 1.084
95 H -9.3527 2.1539 5.2976  C90 1.082
96 H -8.0045 0.1212 4.8155  C91 1.083
97 F 1.2116 5.8456 -3.5103  C98 1.348
98 C 0.7538 6.7005 -2.5745  F97 1.348, C99 1.383, C103 1.382
99 C -0.3959 6.3842 -1.8737  C98 1.383, C100 1.389, H104 1.084
100 C -0.8647 7.2631 -0.9057  C99 1.389, C101 1.390, H105 1.083
101 C -0.1847 8.4503 -0.6585  C100 1.390, C102 1.390, H106 1.084
102 C 0.9665 8.7572 -1.3741  C101 1.390, C103 1.389, H107 1.083
103 C 1.4429 7.8746 -2.3348  C98 1.382, C102 1.389, H108 1.083
104 H -0.9164 5.4581 -2.0865  C99 1.084
105 H -1.7599 7.0230 -0.3448  C100 1.083
106 H -0.5540 9.1373 0.0941  C101 1.084
107 H 1.4935 9.6844 -1.1838  C102 1.083
108 H 2.3430 8.0927 -2.8960  C103 1.083
109 F -2.7435 4.5595 5.9112  C110 1.345
110 C -1.9851 3.5631 5.4210  F109 1.345, C111 1.383, C115 1.383
111 C -1.7090 3.5253 4.0663  C110 1.383, C112 1.389, H116 1.083
112 C -0.9213 2.4983 3.5612  C111 1.389, C113 1.391, H117 1.084
113 C -0.4287 1.5170 4.4145  C112 1.391, C114 1.389, H118 1.077
114 C -0.7179 1.5645 5.7727  C113 1.389, C115 1.389, H119 1.084
115 C -1.4964 2.5965 6.2814  C110 1.383, C114 1.389, H120 1.083
116 H -2.1085 4.2942 3.4162  C111 1.083
117 H -0.6921 2.4625 2.5026  C112 1.084
118 H 0.1786 0.7197 4.0206  C113 1.077
119 H -0.3368 0.7970 6.4364  C114 1.084
120 H -1.7249 2.6546 7.3385  C115 1.083
121 F 6.3220 -2.8446 1.6057  C122 1.344
122 C 7.5146 -3.0021 1.0066  F121 1.344, C123 1.384, C127 1.385
123 C 8.6411 -2.4350 1.5758  C122 1.384, C124 1.389, H128 1.083
124 C 9.8744 -2.6019 0.9586  C123 1.389, C125 1.390, H129 1.084
125 C 9.9661 -3.3244 -0.2253  C124 1.390, C126 1.390, H130 1.084
126 C 8.8274 -3.8854 -0.7908  C125 1.390, C127 1.389, H131 1.080
127 C 7.5949 -3.7289 -0.1696  C122 1.385, C126 1.389, H132 1.083
128 H 8.5496 -1.8683 2.4943  C123 1.083
129 H 10.7636 -2.1683 1.4003  C124 1.084
130 H 10.9287 -3.4502 -0.7079  C125 1.084
131 H 8.8994 -4.4432 -1.7130  C126 1.080
132 H 6.6988 -4.1667 -0.5925  C127 1.083
133 F 9.9426 -5.7734 -3.0133  C134 1.347
134 C 9.9477 -5.3433 -4.2899  F133 1.347, C135 1.383, C139 1.383
135 C 10.6259 -4.1816 -4.6100  C134 1.383, C136 1.389, H140 1.083
136 C 10.6348 -3.7408 -5.9271  C135 1.389, C137 1.390, H141 1.083
137 C 9.9573 -4.4609 -6.9043  C136 1.390, C138 1.390, H142 1.084
138 C 9.2757 -5.6242 -6.5674  C137 1.390, C139 1.389, H143 1.083
139 C 9.2748 -6.0722 -5.2530  C134 1.383, C138 1.389, H144 1.083
140 H 11.1409 -3.6297 -3.8331  C135 1.083
141 H 11.1688 -2.8362 -6.1914  C136 1.083
142 H 9.9613 -4.1136 -7.9309  C137 1.084
143 H 8.7445 -6.1825 -7.3288  C138 1.083
144 H 8.7564 -6.9810 -4.9733  C139 1.083
145 F -8.9064 2.6869 7.5268  C146 1.345
146 C -9.6405 3.7851 7.7805  F145 1.345, C147 1.383, C151 1.383
147 C -9.5312 4.8808 6.9434  C146 1.383, C148 1.389, H152 1.083
148 C -10.2932 6.0129 7.2026  C147 1.389, C149 1.390, H153 1.083
149 C -11.1460 6.0392 8.3003  C148 1.390, C150 1.390, H154 1.084
150 C -11.2421 4.9329 9.1360  C149 1.390, C151 1.389, H155 1.083
151 C -10.4892 3.7960 8.8723  C146 1.383, C150 1.389, H156 1.083
152 H -8.8550 4.8441 6.0982  C147 1.083
153 H -10.2217 6.8745 6.5498  C148 1.083
154 H -11.7367 6.9248 8.5039  C149 1.084
155 H -11.9039 4.9557 9.9935  C150 1.083
156 H -10.5576 2.9215 9.5073  C151 1.083

Structure (SMILES): CCOC[C@]1(c2ccccc2)OS(=O)(=O)[C@@](CNC)(P(O)O)[C@](N=C(C)C)(B(C)O)[C@@]1(O)CCN.Fc1ccccc1.Fc1ccccc1.Fc1ccccc1.Fc1ccccc1.Fc1ccccc1.Fc1ccccc1.Fc1ccccc1
Lowest unoccupied orbital energy in eV: 0.248
Frontier orbital gap in Eh: 0.2688
Net charge: 0

Here are the Löwdin charges for atoms 1 to 5, given in e:
1 C -0.078
2 C -0.240
3 O -0.198
4 C -0.118
5 C -0.268